# 1
An isolated ion of composition CH2FOP and charge -1 in a non-equilibrium geometry. Source: the Open Molecules 2025 dataset; level of theory: the ωB97M-V functional and the def2-TZVPD basis.

XYZ file:
```
6
Properties=species:S:1:pos:R:3:forces:R:3
F -0.9278 -2.1643 -0.3117 0.5 0.6 -0.1
P 0.5639 -1.0527 -0.0821 0.1 -0.4 0.2
O 1.2220 0.5784 0.7303 -0.2 -0.2 -0.3
C 0.0263 0.6544 -0.0075 -1.1 -0.6 0.4
H -0.9402 0.7030 0.5867 0.9 0.7 -0.6
H 0.0557 1.2812 -0.9156 -0.2 0.0 0.4
```
Forces are in eV/Å.

**Charge**: -1
**Spin multiplicity**: 2

***

# 2
A 2-piece molecular cluster, CH2FOPS overall in a non-equilibrium geometry. Source: the Open Molecules 2025 dataset; level of theory: the ωB97M-V functional and the def2-TZVPD basis.

XYZ file:
```
7
Properties=species:S:1:pos:R:3:forces:R:3
C -1.3337 0.2854 0.4706 0.3 -1.6 1.8
O 1.1273 0.6404 -0.6019 1.6 -0.7 -0.1
F 1.9384 -1.7874 -0.5769 0.5 1.9 -0.1
P -1.5876 1.3421 -0.7492 -0.1 -0.2 0.1
S 2.3706 -0.1402 -0.6364 -1.4 -1.3 0.0
H -0.5728 -0.5126 0.7134 -0.2 1.0 -1.2
H -1.9422 0.1723 1.3805 -0.6 0.7 -0.5
```
Forces are in eV/Å.

***

# 3
CH2I2O2 as an isolated structure in a non-equilibrium geometry. Source: the Open Molecules 2025 dataset; level of theory: the ωB97M-V functional and the def2-TZVPD basis.

XYZ file:
```
7
Properties=species:S:1:pos:R:3:forces:R:3
C 1.2349 -0.0078 -0.2232 -1.2 0.5 4.6
O 0.3682 -0.1163 1.2202 0.6 1.6 -1.0
O 0.3851 0.1717 -1.2154 0.7 0.0 -0.8
I 2.5654 1.6544 0.0209 -0.1 0.1 -0.2
I 2.4061 -1.8252 0.0173 -0.6 0.2 -0.5
H 0.2351 0.7216 1.8371 0.9 -2.0 -2.6
H -0.5246 -0.0126 -0.9860 -0.4 -0.4 0.6
```
Forces are in eV/Å.

***

Calculated values (a.u.) of electronic energy for the records, taken in order: -555.7484, -953.8115, -785.1040.